Computed, not measured: C26H30N2O3 in the gas phase, with wB97M-V/def2-TZVPD.

Output
SMILES: C[C@H](NC(=O)CCCCCN1C(=O)c2ccccc2C1=O)c1ccc2c(c1)CCCC2
E_tot: -36574.614 eV
ΔE to the lowest compared entry with this formula, charge and spin: 0.0 kJ/mol

```
! wB97M-V def2-TZVPD RIJCOSX def2/J DEFGRID3
* xyz 0 1
C 1.396 3.932 -1.612
C 1.461 2.443 -1.274
N 1.365 1.622 -2.480
C 0.478 1.740 -3.491
O -0.400 2.578 -3.552
C 0.709 0.728 -4.610
C 0.401 -0.713 -4.193
C -1.095 -0.957 -3.934
C -1.328 -1.751 -2.647
C -1.132 -0.852 -1.416
N -0.386 -1.490 -0.355
C -0.981 -2.099 0.741
O -2.167 -2.159 0.941
C 0.140 -2.609 1.569
C 0.141 -3.321 2.750
C 1.375 -3.635 3.314
C 2.560 -3.249 2.708
C 2.557 -2.540 1.510
C 1.335 -2.229 0.953
C 0.993 -1.503 -0.293
O 1.735 -1.019 -1.116
C 0.424 2.060 -0.238
C -0.931 2.281 -0.458
C -1.854 1.907 0.497
C -1.464 1.322 1.697
C -0.109 1.109 1.931
C 0.813 1.474 0.956
C 0.392 0.551 3.237
C -0.708 -0.101 4.068
C -1.933 0.803 4.103
C -2.508 0.911 2.696
H 1.487 4.515 -0.699
H 2.209 4.195 -2.285
H 0.455 4.171 -2.097
H 2.451 2.224 -0.855
H 1.930 0.786 -2.461
H 0.074 1.015 -5.450
H 1.753 0.800 -4.925
H 0.972 -0.955 -3.296
H 0.749 -1.384 -4.982
H -1.533 -1.497 -4.774
H -1.617 -0.002 -3.854
H -0.626 -2.587 -2.608
H -2.335 -2.169 -2.640
H -2.093 -0.555 -0.994
H -0.581 0.046 -1.697
H -0.783 -3.624 3.216
H 1.408 -4.189 4.240
H 3.501 -3.503 3.171
H 3.476 -2.241 1.030
H -1.258 2.730 -1.383
H -2.906 2.077 0.316
H 1.865 1.302 1.147
H 1.198 -0.165 3.049
H 0.828 1.378 3.809
H -0.339 -0.293 5.078
H -0.989 -1.058 3.625
H -1.648 1.794 4.463
H -2.686 0.399 4.783
H -3.337 1.621 2.674
H -2.905 -0.065 2.393
*
```

Atom charges from the Löwdin analysis, given in e for atoms 1 to 4: C -0.034; C -0.292; N 0.113; C -0.504

=====

Computed, not measured: C26H30N2O7 in the gas phase, with wB97M-V/def2-TZVPD.

Output
SMILES: CCOc1ccc(CCNC(=O)COC(=O)/C=C/c2ccc(OCC#N)c(OC)c2)cc1OCC
E_tot: -44760.496 eV
ΔE to the lowest compared entry with this formula, charge and spin: 227.4 kJ/mol

```
! wB97M-V def2-TZVPD RIJCOSX def2/J DEFGRID3
* xyz 0 1
C -2.725 3.789 1.463
C -2.508 3.449 -0.004
O -1.348 2.649 -0.099
C -0.932 2.247 -1.335
C -1.590 2.515 -2.521
C -1.094 2.043 -3.728
C 0.059 1.282 -3.767
C 0.567 0.714 -5.064
C -0.423 -0.306 -5.649
N -0.783 -1.315 -4.682
C -0.253 -2.547 -4.684
O 0.506 -2.974 -5.528
C -0.755 -3.424 -3.521
O -0.256 -3.026 -2.250
C -0.891 -2.046 -1.585
O -1.808 -1.404 -2.057
C -0.340 -1.889 -0.244
C -0.781 -0.927 0.581
C -0.321 -0.665 1.925
C -0.549 0.591 2.489
C -0.107 0.864 3.763
C 0.561 -0.093 4.523
O 0.929 0.331 5.770
C 1.287 -0.587 6.783
C 0.289 -1.618 6.995
N -0.516 -2.415 7.142
C 0.815 -1.358 3.960
O 1.520 -2.266 4.712
C 1.571 -3.605 4.279
C 0.364 -1.622 2.678
C 0.729 1.017 -2.576
C 0.266 1.500 -1.365
O 0.859 1.305 -0.152
C 2.126 0.689 -0.082
C 3.258 1.617 -0.513
H -1.835 4.265 1.866
H -3.569 4.466 1.562
H -2.926 2.887 2.035
H -3.378 2.906 -0.400
H -2.376 4.372 -0.587
H -2.500 3.093 -2.524
H -1.622 2.277 -4.640
H 1.526 0.219 -4.900
H 0.713 1.511 -5.796
H -1.337 0.201 -5.970
H 0.028 -0.817 -6.502
H -1.354 -1.027 -3.894
H -1.851 -3.403 -3.507
H -0.393 -4.442 -3.673
H 0.440 -2.586 0.018
H -1.537 -0.253 0.199
H -1.034 1.353 1.902
H -0.274 1.828 4.216
H 2.252 -1.068 6.575
H 1.370 0.019 7.693
H 0.568 -4.009 4.118
H 2.053 -4.152 5.087
H 2.166 -3.709 3.366
H 0.533 -2.594 2.246
H 1.626 0.419 -2.616
H 2.238 0.432 0.976
H 2.139 -0.242 -0.663
H 3.248 2.515 0.099
H 3.145 1.910 -1.554
H 4.214 1.115 -0.389
*
```

Atom charges from the Löwdin analysis, given in e for atoms 1 to 4: C -0.062; C -0.254; O -0.059; C -0.192

=====

Computed, not measured: a molecular structure, C26H30N3O7PbSb in a non-equilibrium geometry, with wB97M-V/def2-TZVPD.

Output
E_tot: -58039.440 eV
ΔE to the lowest compared entry with this formula, charge and spin: 57.1 kJ/mol

```
! wB97M-V def2-TZVPD RIJCOSX def2/J DEFGRID3
* xyz -2 1
Pb 0.262 0.892 -0.697
C -1.672 3.785 -0.856
C -0.616 3.849 0.232
O 0.356 4.579 0.151
C 0.010 2.752 2.414
C 1.330 2.345 2.167
C 2.309 2.342 3.322
N 1.712 1.857 1.012
N 3.000 1.403 0.958
C 3.291 0.681 -0.089
O 2.535 0.416 -1.097
C 4.638 0.072 -0.053
C 5.490 0.282 1.032
C 6.736 -0.310 1.074
C 7.160 -1.123 0.032
C 6.316 -1.347 -1.045
C 5.063 -0.766 -1.083
H -1.363 3.078 -1.629
H -2.605 3.443 -0.412
H -1.797 4.759 -1.328
H -0.327 2.650 3.440
H 1.911 2.850 4.197
H 2.545 1.311 3.586
H 3.235 2.823 3.006
H 5.123 0.910 1.828
H 7.395 -0.157 1.921
H 8.140 -1.584 0.060
H 6.649 -1.985 -1.855
H 4.380 -0.951 -1.898
O 0.479 -3.225 1.101
C 0.325 -2.222 0.410
O -0.024 -1.074 0.814
C 0.512 -2.364 -1.101
C 0.921 -3.562 -1.671
C 1.030 -3.630 -3.051
C 0.691 -2.522 -3.810
C 0.310 -1.352 -3.159
N 0.234 -1.301 -1.839
C -0.051 -0.067 -3.940
O -0.157 -0.181 -5.162
O -0.218 0.972 -3.259
H 1.153 -4.392 -1.021
H 1.379 -4.539 -3.530
H 0.733 -2.525 -4.889
O -2.224 3.048 1.777
C -0.991 3.125 1.508
C -5.203 1.864 1.103
C -4.848 0.435 1.467
Sb -2.690 -0.006 1.058
C -2.796 -1.888 2.232
C -3.614 -2.998 1.605
C -3.170 -0.994 -0.860
C -3.412 0.005 -1.976
H -6.208 2.131 1.448
H -5.170 2.003 0.024
H -4.485 2.544 1.551
H -5.507 -0.260 0.941
H -4.996 0.287 2.538
H -3.199 -1.618 3.211
H -1.772 -2.219 2.370
H -4.621 -2.657 1.363
H -3.702 -3.853 2.280
H -3.131 -3.344 0.695
H -4.047 -1.631 -0.733
H -2.315 -1.623 -1.101
H -4.180 0.724 -1.686
H -3.743 -0.496 -2.891
H -2.499 0.548 -2.209
*
```

Atom charges from the Löwdin analysis, given in e for atoms 1 to 4: Pb 1.483; C -0.037; C -0.440; O 0.065

=====

Computed, not measured: C26H30N4O4S in the gas phase in a non-equilibrium geometry, with wB97M-V/def2-TZVPD.

Output
SMILES: CCOC(=O)N1CCN(c2ccc(S(=O)(=O)N(Cc3ccccc3)Cc3ccccc3)cn2)CC1
E_tot: -52435.212 eV
ΔE to the lowest compared entry with this formula, charge and spin: 238.1 kJ/mol

```
! wB97M-V def2-TZVPD RIJCOSX def2/J DEFGRID3
* xyz 0 1
C -9.820 -2.362 0.575
C -9.389 -0.907 0.593
O -7.987 -0.856 0.326
C -7.475 0.385 0.187
O -8.123 1.399 0.304
N -6.156 0.365 -0.127
C -5.423 1.607 -0.210
C -4.382 1.663 0.917
N -3.525 0.502 0.846
C -2.335 0.474 0.188
C -1.619 1.637 -0.170
C -0.396 1.498 -0.782
C 0.101 0.223 -1.030
S 1.704 0.014 -1.779
O 1.969 1.148 -2.616
O 1.776 -1.302 -2.343
N 2.778 0.071 -0.518
C 3.073 1.365 0.049
C 4.527 1.468 0.427
C 4.919 1.773 1.721
C 6.263 1.822 2.052
C 7.223 1.558 1.093
C 6.838 1.260 -0.204
C 5.497 1.221 -0.537
C 2.831 -1.077 0.360
C 4.253 -1.546 0.526
C 4.897 -1.512 1.752
C 6.222 -1.899 1.856
C 6.911 -2.324 0.734
C 6.269 -2.370 -0.493
C 4.946 -1.984 -0.597
C -0.662 -0.862 -0.646
N -1.836 -0.746 -0.061
C -4.283 -0.726 0.987
C -5.328 -0.821 -0.134
H -9.613 -2.802 -0.396
H -9.281 -2.923 1.334
H -10.886 -2.427 0.775
H -9.917 -0.324 -0.169
H -9.582 -0.446 1.568
H -6.138 2.426 -0.126
H -4.915 1.659 -1.180
H -3.809 2.585 0.858
H -4.899 1.641 1.882
H -2.009 2.623 0.020
H 0.179 2.356 -1.095
H 2.435 1.565 0.925
H 2.842 2.090 -0.735
H 4.171 1.972 2.476
H 6.559 2.060 3.064
H 8.271 1.585 1.353
H 7.585 1.057 -0.957
H 5.183 0.987 -1.543
H 2.244 -1.858 -0.127
H 2.379 -0.840 1.334
H 4.364 -1.176 2.630
H 6.718 -1.864 2.815
H 7.946 -2.619 0.815
H 6.803 -2.706 -1.369
H 4.432 -2.008 -1.546
H -0.319 -1.869 -0.838
H -3.594 -1.566 0.935
H -4.784 -0.709 1.960
H -5.957 -1.699 -0.003
H -4.810 -0.885 -1.097
*
```

Atom charges from the Löwdin analysis, given in e for atoms 1 to 4: C -0.065; C -0.226; O -0.012; C -0.542

=====

Computed, not measured: a molecular structure, C26H30N4PS4SbV in a non-equilibrium geometry, with wB97M-V/def2-TZVPD.

Output
E_tot: -118264.252 eV

```
! wB97M-V def2-TZVPD RIJCOSX def2/J DEFGRID3
* xyz 0 2
V 0.984 -2.151 -0.601
S 5.043 -1.075 1.089
Sb 5.090 -2.580 -0.611
S 1.938 -2.909 1.229
S 2.679 -3.740 -0.436
S 4.130 -1.103 -2.379
C -1.904 -0.296 -2.733
C -1.850 0.871 -1.796
C -2.282 2.117 -2.234
C -2.268 3.224 -1.404
C -1.804 3.104 -0.106
C -1.355 1.879 0.351
C -1.385 0.759 -0.477
P -0.816 -0.855 0.153
C -0.460 -0.553 1.929
C 0.826 -0.017 2.080
C 1.376 0.217 3.324
C 0.632 -0.100 4.449
C -0.640 -0.620 4.313
C -1.213 -0.856 3.066
C -2.595 -1.422 2.987
C -2.279 -1.886 -0.156
C -3.601 -1.476 -0.023
C -4.625 -2.342 -0.359
C -4.327 -3.598 -0.867
C -3.012 -3.974 -1.072
C -1.965 -3.125 -0.721
C -0.539 -3.481 -0.948
H -1.690 0.043 -3.745
H -2.897 -0.748 -2.719
H -1.165 -1.054 -2.459
H -2.631 2.217 -3.251
H -2.617 4.179 -1.769
H -1.780 3.960 0.550
H -0.986 1.785 1.363
H 1.399 0.215 1.184
H 2.377 0.613 3.412
H 1.052 0.045 5.432
H -1.213 -0.860 5.197
H -2.971 -1.665 3.978
H -2.600 -2.325 2.381
H -3.272 -0.700 2.534
H -3.819 -0.484 0.344
H -5.653 -2.034 -0.244
H -5.126 -4.278 -1.124
H -2.788 -4.931 -1.520
H -0.399 -3.854 -1.979
H -0.270 -4.299 -0.259
C 3.602 2.567 0.803
C 3.343 3.180 -0.572
C 1.927 3.744 -0.665
C 3.611 2.193 -1.725
N 2.678 1.113 -1.782
C 2.876 -0.214 -1.294
N 1.597 -0.784 -1.504
N 0.913 0.070 -2.289
N 1.524 1.155 -2.424
H 3.646 3.351 1.555
H 4.540 2.016 0.828
H 2.802 1.885 1.080
H 4.056 3.996 -0.724
H 1.180 2.960 -0.563
H 1.775 4.227 -1.626
H 1.761 4.476 0.121
H 4.610 1.760 -1.627
H 3.539 2.731 -2.673
H 3.287 -0.265 -0.270
*
```

Atom charges from the Löwdin analysis, given in e for atoms 1 to 4: V 0.182; S -0.199; Sb 0.476; S 0.165

=====

Computed, not measured: a molecular structure, C26H30N6OSTl, with wB97M-V/def2-TZVPD.

Output
E_tot: -53959.788 eV
ΔE to the lowest compared entry with this formula, charge and spin: 5.1 kJ/mol

```
! wB97M-V def2-TZVPD RIJCOSX def2/J DEFGRID3
* xyz 1 1
Tl -0.547 -0.189 0.099
N -1.457 2.611 3.364
C -0.930 1.668 2.575
O -0.471 1.950 1.461
C -0.883 0.250 3.107
C -1.244 -0.805 2.075
H -1.477 3.566 3.047
H -1.827 2.388 4.271
H -1.521 0.174 3.992
H 0.146 0.087 3.443
H -2.320 -0.914 1.952
H -0.795 -1.761 2.324
C -0.819 -3.374 -3.657
N -0.168 -2.078 -3.808
C -0.207 -1.293 -4.944
C 0.488 -0.179 -4.680
N 0.957 -0.288 -3.371
C 0.536 -1.472 -2.836
S 0.861 -2.170 -1.320
C 1.629 0.791 -2.723
C 2.452 1.615 -3.478
C 2.998 2.726 -2.863
C 2.715 2.970 -1.527
C 1.906 2.072 -0.859
N 1.372 0.993 -1.443
H -1.325 -3.607 -4.590
H -1.540 -3.331 -2.844
H -0.080 -4.140 -3.433
H -0.749 -1.585 -5.826
H 0.645 0.698 -5.279
H 2.670 1.386 -4.511
H 3.641 3.392 -3.423
H 3.113 3.833 -1.014
H 1.646 2.223 0.182
N 1.940 -1.535 2.013
N 1.876 -0.349 1.221
H 2.901 -1.764 2.245
H 1.569 -2.297 1.458
H 2.567 -0.330 0.474
H 2.035 0.443 1.833
C -3.915 2.100 -6.037
C -4.181 0.925 -5.343
C -3.497 0.628 -4.175
C -2.531 1.504 -3.677
C -2.260 2.670 -4.392
C -2.949 2.974 -5.558
C -1.712 1.210 -2.476
C -1.979 0.400 -1.452
C -3.282 -0.230 -1.143
C -4.435 0.550 -1.030
C -5.648 -0.027 -0.687
C -5.734 -1.393 -0.447
C -4.594 -2.178 -0.549
C -3.379 -1.598 -0.886
H -4.455 2.329 -6.946
H -4.927 0.235 -5.717
H -3.709 -0.294 -3.652
H -1.503 3.354 -4.020
H -2.734 3.891 -6.091
H -0.775 1.755 -2.464
H -4.369 1.615 -1.215
H -6.532 0.593 -0.609
H -6.681 -1.841 -0.176
H -4.649 -3.243 -0.359
H -2.492 -2.221 -0.966
*
```

Atom charges from the Löwdin analysis, given in e for atoms 1 to 4: Tl 0.958; N 0.202; C -0.522; O -0.053